Entry 1:
86
Properties=species:S:1:pos:R:3:lowdin_spin:R:1 method="wB97M-V/def2-TZVPD" homo_lumo_gap_ha="0.2208 / 0.2177" largest_force_ev_per_a=2.1 spin_multiplicity=2 e_lumo_ev="-0.461 / -0.512" homo_energy_ha="-0.2377 / -0.2366" energy_ev=-129028.293 e_above_lowest_kcal_mol=46.3 charge=0 s_squared=0.76
Ir -0.55700 -0.11593 0.96193 0.68
S -0.43987 -1.30685 5.29700 0.00
C 0.41485 0.18834 5.16593 0.00
C 0.50281 0.62706 3.88094 0.00
C -0.11506 -0.23556 2.94397 0.01
C -0.68804 -1.33547 3.57731 0.00
C -1.45984 -2.31287 2.88507 0.00
C -2.19923 -3.33302 3.50315 0.00
C -3.00644 -4.14884 2.74740 0.00
C -3.04876 -3.96418 1.36350 0.00
C -2.27539 -2.96413 0.81548 0.01
N -1.50839 -2.14951 1.53575 0.07
H 0.79039 0.65256 6.06288 0.00
H 1.00564 1.54521 3.61115 0.00
H -2.14489 -3.43130 4.57926 0.00
H -3.61193 -4.91255 3.21655 0.00
H -3.67321 -4.58080 0.73383 0.00
H -2.28374 -2.78690 -0.25412 0.00
C 1.16230 -0.68691 0.06055 0.02
C 2.19752 -1.44460 0.26455 0.02
C 3.33047 -2.10744 -0.10722 0.00
C 3.77769 -3.35598 0.46270 0.00
C 3.04332 -3.98906 1.48121 0.00
C 3.45024 -5.20455 1.99453 0.00
C 4.58848 -5.83337 1.50513 0.00
C 5.33185 -5.21747 0.50751 0.00
C 4.94666 -3.98953 0.00488 0.00
C 3.96120 -1.49740 -1.31333 0.00
C 4.09931 -2.25395 -2.47972 0.00
C 4.62416 -1.68392 -3.62799 0.00
C 5.01097 -0.35172 -3.63360 0.00
C 4.87423 0.40707 -2.48134 0.00
C 4.35025 -0.15771 -1.33015 0.00
H 2.15165 -3.50182 1.85770 0.00
H 2.87106 -5.67955 2.77630 0.00
H 4.90074 -6.78916 1.90454 0.00
H 6.21790 -5.70253 0.11793 0.00
H 5.55606 -3.50366 -0.74306 0.00
H 3.77769 -3.28740 -2.47773 0.00
H 4.72723 -2.28201 -4.52426 0.00
H 5.40924 0.09732 -4.53387 0.00
H 5.17923 1.44614 -2.47845 0.00
H 4.25635 0.43070 -0.42624 0.00
C -4.25648 6.25937 1.77589 0.00
C -2.89557 6.48708 1.91937 0.00
C -2.00135 5.43534 1.79514 0.00
C -2.45858 4.15144 1.51354 0.05
C -3.82176 3.92818 1.37914 0.00
C -4.71821 4.97965 1.51021 0.00
As -1.07783 2.75155 1.21382 0.08
C -2.28344 1.31947 0.62820 0.02
C -3.09018 0.50292 1.43538 0.00
C -4.05747 -0.31703 0.85879 0.00
C -4.19098 -0.36279 -0.52108 0.00
C -3.41345 0.44962 -1.33537 0.00
C -2.48049 1.31995 -0.78272 0.00
C -1.76065 2.37124 -1.49671 0.00
C -1.84171 2.63839 -2.86100 0.00
C -1.13785 3.70021 -3.40082 0.00
C -0.34432 4.50853 -2.59744 0.00
C -0.26485 4.25645 -1.23383 0.00
C -0.96847 3.19857 -0.68527 0.00
H -4.95766 7.07682 1.88001 0.00
H -2.53166 7.48492 2.12748 0.00
H -0.93584 5.60518 1.91393 0.00
H -4.19198 2.93166 1.17103 0.00
H -5.77901 4.79570 1.39830 0.00
H -3.03201 0.57924 2.51573 0.00
H -4.69585 -0.92520 1.48573 0.00
H -4.93677 -1.01148 -0.96203 0.00
H -3.55805 0.43318 -2.40808 0.00
H -2.45514 2.02038 -3.50483 0.00
H -1.20749 3.89760 -4.46292 0.00
H 0.20658 5.33244 -3.03205 0.00
H 0.33443 4.89947 -0.59900 0.00
F 0.16149 0.42937 -5.31517 0.00
C 0.32826 0.19994 -3.99717 0.00
C 0.95284 1.15874 -3.22245 0.00
C 1.12382 0.91731 -1.87418 0.01
C 0.70120 -0.28804 -1.30697 0.01
C 0.08100 -1.24220 -2.12399 0.00
C -0.12288 -0.99351 -3.47001 0.00
H 1.28321 2.07969 -3.67954 0.00
H 1.61887 1.64874 -1.24867 0.00
H -0.20345 -2.19507 -1.69599 0.00
H -0.61802 -1.70971 -4.11197 0.00

---

Entry 2:
23
Properties=species:S:1:pos:R:3:lowdin_charge:R:1 method="wB97M-V/def2-TZVPD" homo_lumo_gap_ha=0.2932 largest_force_ev_per_a=5.0 spin_multiplicity=1 e_lumo_ev=0.225 homo_energy_ha=-0.2849 energy_ev=-84108.803 e_above_lowest_kcal_mol=78.6 charge=0 smiles="C=N/C=c1/cccc/c1=C(/Br)OC"
C -2.82671 -1.43313 0.63469 -0.09
C -2.16742 -0.87843 1.76344 -0.05
C -2.27230 -1.35797 -0.55640 -0.07
C -0.96927 -0.22509 1.62231 -0.03
C -1.05922 -0.75241 -0.74551 -0.17
C -0.35856 -0.26470 0.37706 -0.22
C -0.55721 -0.69377 -2.07964 -0.11
C 1.25793 0.78351 -1.77002 -0.08
C 1.04428 0.14842 0.25653 -0.75
C 2.59794 1.84081 0.97655 -0.10
N 0.33826 0.09333 -2.49837 0.01
O 1.37739 1.16171 1.15199 -0.21
Br 2.18219 -1.32792 0.22872 0.85
H -3.81812 -1.80368 0.86303 0.11
H -2.62564 -0.96182 2.81899 0.13
H -2.82913 -1.72467 -1.38381 0.11
H -0.32627 0.30216 2.34692 0.13
H -1.06726 -1.21423 -2.89684 0.13
H 1.19262 1.87682 -1.74058 0.11
H 2.14204 0.28619 -1.98298 0.04
H 2.88067 2.34906 1.90581 0.10
H 2.57126 2.64747 0.30128 0.06
H 3.29253 1.14835 0.40682 0.08

---

Entry 3:
44
Properties=species:S:1:pos:R:3:lowdin_charge:R:1 method="wB97M-V/def2-TZVPD" homo_lumo_gap_ha=0.2380 largest_force_ev_per_a=1.3 spin_multiplicity=1 e_lumo_ev=-10.664 homo_energy_ha=-0.6299 energy_ev=-49419.789 e_above_lowest_kcal_mol=20.7 charge=+3
Zr -0.11006 -0.19693 -0.69657 1.85
C 3.89712 3.22707 0.32930 0.05
N 3.36122 1.86158 0.14368 -0.06
C 4.26302 0.77522 0.58109 0.06
C 2.22753 1.62599 -0.41301 -0.32
O 1.78433 0.41582 -0.62455 -0.20
C 1.26317 2.71319 -0.86061 -0.01
O -0.05815 2.10917 -0.84883 -0.25
C -1.04748 2.69980 0.02892 -0.04
C -2.16513 1.67073 0.13413 -0.35
O -1.94862 0.54309 -0.48369 -0.20
N -3.23217 1.89844 0.81463 -0.06
C -3.48847 3.20140 1.46040 0.05
C -4.33303 0.91530 0.89467 0.06
H 4.96572 3.18810 0.13147 0.12
H 3.44889 3.92823 -0.36809 0.10
H 3.73710 3.53902 1.36024 0.13
H 4.60382 1.01609 1.58606 0.12
H 3.74153 -0.17363 0.57518 0.10
H 5.11711 0.74567 -0.09389 0.13
H 1.28158 3.60522 -0.23843 0.15
H 1.48334 2.99470 -1.89334 0.17
H -0.60470 2.89016 1.01071 0.16
H -1.41840 3.63328 -0.39820 0.17
H -2.56079 3.67815 1.76602 0.10
H -4.03862 3.84340 0.77282 0.13
H -4.09295 3.02330 2.34496 0.12
H -4.00248 -0.04816 0.52726 0.10
H -4.63895 0.84084 1.93512 0.12
H -5.16469 1.28271 0.29454 0.13
S -0.07622 -0.64150 1.75906 0.69
C -0.12817 -2.21872 0.98561 -1.06
N -0.15530 -2.26360 -0.36198 -0.21
C -0.16547 -3.58826 -0.84019 -0.29
C -0.18999 -3.99994 -2.16661 -0.01
C -0.19588 -5.35922 -2.41448 -0.02
C -0.17974 -6.29049 -1.36971 -0.02
C -0.15763 -5.88811 -0.04820 -0.03
C -0.14997 -4.51965 0.19883 -0.42
S -0.12150 -3.71761 1.75082 1.21
H -0.20536 -3.29021 -2.98469 0.12
H -0.21416 -5.71249 -3.43624 0.13
H -0.18528 -7.34676 -1.60067 0.13
H -0.14612 -6.61039 0.75647 0.13

---

Entry 4:
151
Properties=species:S:1:pos:R:3:lowdin_charge:R:1 method="wB97M-V/def2-TZVPD" homo_lumo_gap_ha=0.2212 largest_force_ev_per_a=1.0 spin_multiplicity=1 e_lumo_ev=2.372 homo_energy_ha=-0.1340 energy_ev=-63538.520 e_above_lowest_kcal_mol=0.0 charge=-1
C -0.84758 -0.47661 3.74331 -0.11
C -1.43719 -0.85511 2.60990 -0.28
P -1.42685 0.25303 1.00075 0.56
C -2.76818 -0.84162 0.14908 -0.31
C -4.02810 -1.18085 0.93430 -0.27
C -4.98792 -2.05724 0.10232 -0.22
C -5.70479 -1.27143 -1.00590 -0.23
C -7.12429 -1.75488 -1.28690 -0.23
C -7.85716 -0.86551 -2.31137 -0.27
C -8.93904 0.01081 -1.67575 -0.12
C 0.02010 -0.87258 0.33735 -0.34
C 1.33648 -0.23730 0.72031 -0.32
C 2.59780 -0.83354 0.09311 -0.21
C 2.69817 -0.53512 -1.41404 -0.21
C 4.13865 -0.31312 -1.90642 -0.22
C 4.43488 1.16569 -2.19758 -0.27
C 5.91569 1.50326 -2.05742 -0.12
C -2.74080 1.55984 1.56991 -0.33
O -2.13772 2.85633 1.62035 -0.23
C -2.25663 3.61156 0.44518 -0.33
C -3.33067 4.68778 0.55757 -0.09
H -0.61377 0.57397 3.92171 0.03
H -0.53377 -1.18689 4.50897 0.03
H -1.84022 -1.87224 2.59302 0.04
H -0.44559 1.10898 1.66872 0.00
H -1.25773 1.07270 -0.24283 0.01
H -3.03387 -0.33782 -0.78770 0.07
H -2.29725 -1.78958 -0.14062 0.07
H -3.81703 -1.75877 1.83585 0.06
H -4.61428 -0.30464 1.22618 0.09
H -5.76437 -2.46476 0.76205 0.09
H -4.42052 -2.87206 -0.35522 0.10
H -5.12413 -1.30954 -1.93104 0.11
H -5.73994 -0.21108 -0.72939 0.11
H -7.68128 -1.74035 -0.34526 0.10
H -7.09110 -2.78642 -1.64644 0.11
H -7.13202 -0.23019 -2.82293 0.10
H -8.31463 -1.50151 -3.07159 0.09
H -8.62639 0.34511 -0.68441 0.07
H -9.87907 -0.53261 -1.56796 0.07
H -9.13929 0.90289 -2.27146 0.06
H -0.03538 -1.89260 0.73334 0.07
H -0.08348 -0.91189 -0.75295 0.07
H 1.40824 -0.25415 1.81279 0.08
H 1.30433 0.82471 0.44013 0.09
H 2.62128 -1.91669 0.24803 0.11
H 3.47813 -0.40418 0.58744 0.09
H 2.23872 -1.34930 -1.97707 0.10
H 2.11151 0.36716 -1.60666 0.10
H 4.85950 -0.63202 -1.14660 0.10
H 4.34929 -0.90515 -2.80226 0.08
H 4.09749 1.41210 -3.20812 0.10
H 3.86775 1.77023 -1.48675 0.09
H 6.53322 0.80811 -2.63145 0.07
H 6.14035 2.51620 -2.39507 0.06
H 6.22340 1.41358 -1.01353 0.07
H -3.14427 1.33268 2.56229 0.08
H -3.59308 1.58450 0.87407 0.07
H -1.28795 4.08891 0.26304 0.09
H -2.45418 2.98240 -0.42689 0.10
H -3.25145 5.37178 -0.29330 0.06
H -4.33537 4.26280 0.54065 0.06
H -3.19559 5.27567 1.46611 0.07
C -0.29504 6.42796 -1.32585 -0.10
C 1.06577 5.79497 -1.08032 -0.27
N 1.75030 5.40851 -2.30292 -0.20
C 2.87400 4.51638 -2.07741 -0.25
C 4.07850 5.04810 -1.29156 -0.08
C 1.95417 6.46803 -3.27279 -0.25
C 2.74333 7.70779 -2.82781 -0.09
H -0.90838 5.75907 -1.93168 0.08
H -0.79494 6.57777 -0.36792 0.07
H -0.23666 7.39710 -1.82435 0.06
H 0.91383 4.88074 -0.50028 0.11
H 1.66763 6.46547 -0.44503 0.10
H 3.21392 4.15189 -3.05178 0.11
H 2.48209 3.64047 -1.55341 0.10
H 4.68509 5.73616 -1.88114 0.06
H 4.72009 4.21256 -1.00253 0.06
H 3.77114 5.55736 -0.37705 0.07
H 0.97258 6.79814 -3.62216 0.10
H 2.43739 6.02287 -4.14715 0.11
H 2.42326 8.05335 -1.84359 0.06
H 2.57578 8.52443 -3.53375 0.07
H 3.81660 7.52469 -2.78906 0.05
C 5.86659 -4.33738 -6.57386 -0.09
C 5.01103 -3.26323 -5.92013 -0.27
N 4.84160 -2.08404 -6.75230 -0.20
C 4.27392 -0.95270 -6.03505 -0.25
C 2.84439 -1.07662 -5.49890 -0.08
C 4.31075 -2.32367 -8.08371 -0.25
C 2.94960 -3.02273 -8.19960 -0.08
H 6.83033 -3.92813 -6.88112 0.08
H 6.04578 -5.14665 -5.86462 0.07
H 5.38261 -4.77333 -7.44887 0.06
H 5.50081 -2.93376 -4.99965 0.12
H 4.05415 -3.71313 -5.61145 0.10
H 4.33897 -0.07604 -6.68624 0.11
H 4.94004 -0.74483 -5.19120 0.10
H 2.09864 -0.99831 -6.28927 0.06
H 2.65384 -0.26578 -4.79259 0.07
H 2.68659 -2.01450 -4.96509 0.07
H 5.04488 -2.91424 -8.63781 0.10
H 4.27102 -1.35889 -8.59632 0.11
H 2.87937 -3.87961 -7.52781 0.07
H 2.81142 -3.39159 -9.21823 0.07
H 2.11927 -2.35407 -7.97904 0.05
C -3.57819 -8.07762 4.20322 -0.10
C -3.69694 -6.57314 4.39688 -0.28
N -3.69713 -5.83616 3.14792 -0.20
C -3.52091 -4.40112 3.31997 -0.25
C -4.62151 -3.62591 4.05432 -0.08
C -4.70072 -6.23728 2.17631 -0.25
C -6.17560 -6.18123 2.59800 -0.08
H -2.70217 -8.31881 3.59917 0.08
H -3.47471 -8.56778 5.17283 0.07
H -4.45853 -8.50033 3.71711 0.06
H -2.83443 -6.22297 4.97077 0.12
H -4.58282 -6.36822 5.02128 0.10
H -3.37427 -3.95972 2.33077 0.10
H -2.57583 -4.25005 3.85003 0.11
H -5.50788 -3.50097 3.43236 0.05
H -4.26142 -2.62609 4.30410 0.07
H -4.91476 -4.11595 4.98463 0.06
H -4.47633 -7.26005 1.86162 0.10
H -4.55357 -5.62171 1.28550 0.11
H -6.32626 -6.60039 3.59478 0.06
H -6.77871 -6.76645 1.90020 0.07
H -6.56793 -5.16569 2.59537 0.05
C 4.49676 1.91377 7.56468 -0.10
C 4.19981 1.94896 6.07274 -0.28
N 3.15599 1.02399 5.67832 -0.20
C 3.05372 0.84278 4.23664 -0.25
C 2.64582 2.04748 3.38582 -0.08
C 1.88840 1.16041 6.38103 -0.24
C 1.17513 2.51723 6.32072 -0.08
H 4.72413 0.89637 7.88742 0.08
H 5.35796 2.54715 7.78567 0.07
H 3.65947 2.28362 8.15775 0.06
H 5.10293 1.65977 5.52691 0.11
H 3.98816 2.99136 5.78157 0.10
H 2.34769 0.02872 4.05273 0.10
H 4.02645 0.47978 3.88646 0.11
H 1.58387 2.26867 3.48384 0.06
H 2.81801 1.81629 2.33294 0.06
H 3.21604 2.94684 3.62898 0.06
H 2.05683 0.90801 7.43179 0.10
H 1.22134 0.38421 5.99876 0.10
H 1.86774 3.34543 6.48553 0.06
H 0.41330 2.56471 7.10188 0.07
H 0.67388 2.67815 5.36811 0.06

---

Entry 5:
36
Properties=species:S:1:pos:R:3:lowdin_charge:R:1 method="wB97M-V/def2-TZVPD" homo_lumo_gap_ha=0.3529 largest_force_ev_per_a=5.0 spin_multiplicity=1 e_lumo_ev=0.567 homo_energy_ha=-0.3321 energy_ev=-23801.681 e_above_lowest_kcal_mol=41.8 charge=0 smiles="CC(C)[C@H](NC(=O)[C@@H](N)Cc1c[nH]cn1)C(=O)O"
C -1.69504 -0.86980 1.60957 -0.27
C -0.95761 -1.44671 0.40363 -0.43
C -0.68241 -0.12792 2.54037 -0.08
C -0.64358 1.30871 2.16217 -0.32
C -0.63020 2.36473 2.96291 -0.10
C -0.68860 3.04345 0.88869 -0.13
C 0.85743 -1.18614 -1.21602 -0.21
C 2.14539 -1.77473 -0.69871 -0.45
C 0.98155 0.01020 -2.10916 -0.38
C -0.21542 0.23826 -2.99507 -0.07
C 2.15911 0.11544 -3.07434 -0.08
H -2.60298 -2.66883 1.67355 0.03
H -3.25566 -1.53034 2.66767 0.06
H -2.25918 -0.06880 1.14126 0.13
H 0.25253 -0.64858 2.46856 0.11
H -1.14351 -0.19898 3.54018 0.12
H -0.42192 2.44753 4.11106 0.16
H -0.73816 3.54311 -0.01305 0.10
H -0.85908 4.44658 2.56609 0.16
H 0.08762 0.24009 0.05933 0.08
H 0.15352 -1.90461 -1.69397 0.16
H 1.08812 0.80778 -1.28883 0.16
H -1.09564 0.22088 -2.34708 0.08
H -0.36753 -0.39085 -3.83411 0.07
H -0.11611 1.22933 -3.48347 0.09
H 2.39293 -0.65126 -3.86748 0.10
H 3.10291 0.09842 -2.50126 0.08
H 2.18961 1.07924 -3.58660 0.08
H 3.03518 -3.44472 -0.50180 0.14
N -2.42815 -1.96281 2.31880 0.08
N -0.79030 1.73739 0.86856 0.08
N -0.63001 3.50211 2.21591 0.06
N 0.11910 -0.76751 -0.01743 0.11
O -1.42457 -2.44575 -0.13741 0.05
O 2.81552 -1.25228 0.17347 0.10
O 2.26515 -3.09264 -1.00599 0.11

---

Entry 6:
19
Properties=species:S:1:pos:R:3:lowdin_charge:R:1 method="wB97M-V/def2-TZVPD" homo_lumo_gap_ha="0.2010 / 0.2011" largest_force_ev_per_a=4.3 spin_multiplicity=1 e_lumo_ev="3.743 / 3.743" homo_energy_ha="-0.0635 / -0.0635" energy_ev=-13901.688 e_above_lowest_kcal_mol=21.5 charge=-1 smiles="C[C@]12N=NC=C1CC=CN2[O-]"
C -0.13527 -1.23207 -1.29188 -0.17
C 2.25519 0.76128 -0.34107 -0.14
C -0.09933 -1.97876 -0.15539 -0.13
C 0.95268 0.43388 -0.33129 -0.12
C -0.23171 0.26420 -1.24127 -0.16
C 0.58699 -0.14661 1.18019 -0.33
C -0.37296 0.68145 1.94072 -0.05
N 2.84014 0.47007 0.88209 -0.05
N 2.06428 -0.00344 1.75048 0.05
N 0.10597 -1.55338 1.11147 -0.28
O -0.26763 -2.14758 2.19098 -0.24
H 0.11208 -1.75200 -2.14338 0.04
H 2.79381 1.18285 -1.07082 0.04
H -0.33655 -3.04525 -0.31682 0.12
H -0.07021 0.69914 -2.24542 0.11
H -1.12363 0.52841 -0.70484 0.09
H -1.17199 -0.00701 2.43642 0.12
H -0.93319 1.25612 1.27686 0.03
H -0.07320 1.44861 2.62726 0.06